1.
A structure of composition C23H32CrN7SSe, computed with wB97M-V/def2-TZVPD.

```
65
Properties=species:S:1:pos:R:3:forces:R:3
Cr 0.42788 0.64208 0.22929 -0.602 -0.286 -0.122
C -2.01535 3.52612 2.44642 0.069 -0.049 -0.062
C -1.07574 2.95892 1.58100 -0.009 0.027 0.019
N -0.86758 1.65102 1.51350 -0.007 0.018 -0.092
C -1.60724 0.83141 2.29914 -0.065 -0.042 0.088
C -2.57265 1.31327 3.19048 0.037 -0.029 -0.044
C -2.76331 2.70519 3.25039 0.021 0.046 -0.018
C -3.31695 0.38689 3.98982 0.024 -0.046 -0.012
C -3.08746 -0.93926 3.89100 0.006 0.048 -0.006
C -2.09932 -1.45276 2.98715 0.002 0.034 -0.006
C -1.83444 -2.82935 2.86405 0.032 -0.024 -0.023
C -0.88313 -3.24403 1.97666 0.050 0.058 -0.071
C -0.19761 -2.29339 1.21157 0.018 -0.121 -0.015
N -0.40928 -0.99051 1.30113 0.035 0.155 0.099
C -1.36355 -0.57227 2.18995 -0.038 0.004 0.011
H -2.13654 4.59902 2.46046 -0.014 0.014 0.006
H -0.48500 3.57553 0.91766 -0.005 0.024 0.023
H -3.49919 3.11872 3.92758 -0.024 -0.012 0.017
H -4.06318 0.77228 4.67092 -0.015 0.007 0.015
H -3.64716 -1.64204 4.49308 -0.004 -0.019 0.006
H -2.38632 -3.54096 3.46351 -0.022 -0.007 0.021
H -0.65383 -4.28818 1.82777 -0.008 -0.023 0.016
H 0.53039 -2.63175 0.49620 -0.013 0.016 -0.014
C 2.36973 2.42684 1.62033 0.021 -0.073 0.019
N 2.02518 0.97830 1.56189 0.236 0.113 0.106
C 1.78944 0.52759 2.95575 0.002 -0.010 -0.058
C 3.18461 0.22073 1.01011 -0.024 0.026 0.071
C 3.21682 0.35660 -0.49072 0.005 -0.011 -0.069
N 1.94798 -0.15723 -1.08087 0.222 -0.013 -0.202
C 2.00333 -1.63994 -1.14442 0.014 0.033 0.031
C 1.91383 0.29434 -2.50651 -0.032 -0.018 0.128
H 3.29047 2.54955 2.19516 -0.018 0.033 0.002
H 1.56962 2.96093 2.12512 -0.015 0.033 -0.018
H 2.49842 2.83738 0.62461 -0.001 0.025 -0.017
H 2.67007 0.74773 3.56305 0.000 -0.023 0.007
H 1.60138 -0.54352 2.97272 -0.010 0.009 0.027
H 0.93634 1.05787 3.37160 0.002 0.004 0.028
H 3.07544 -0.82148 1.31333 -0.008 0.005 -0.036
H 4.10938 0.59178 1.46008 0.008 -0.021 -0.030
H 4.06662 -0.18321 -0.91850 0.001 0.004 0.044
H 3.31916 1.40248 -0.78210 -0.014 -0.003 0.015
H 2.77064 -1.94066 -1.86109 0.001 -0.005 0.008
H 1.03814 -2.02442 -1.47548 -0.019 -0.031 0.012
H 2.27713 -2.05496 -0.17710 -0.045 -0.007 -0.010
H 2.79129 -0.10698 -3.01628 0.009 0.013 -0.014
H 1.93278 1.37754 -2.55902 -0.011 -0.017 -0.016
H 1.01696 -0.09204 -2.98285 -0.003 0.013 -0.014
Se -1.48998 0.44861 -1.56088 0.158 -0.096 0.035
C -0.42475 1.89842 -1.40192 -0.113 0.134 -0.016
N 0.48603 2.49109 -0.95012 0.183 0.055 0.086
S -1.75021 -2.78013 -1.46541 0.025 0.068 0.111
C -2.38087 -3.44091 -2.90877 0.031 -0.018 -0.025
N -3.23105 -2.75165 -3.66932 -0.005 0.048 0.064
C -3.86439 -3.27266 -4.87905 -0.027 0.021 -0.060
C -3.95177 -4.78565 -4.78637 -0.001 -0.016 -0.012
C -2.57691 -5.34811 -4.47074 0.013 -0.046 -0.035
N -2.03596 -4.66886 -3.29549 0.007 0.048 0.079
H -3.48959 -1.84425 -3.32096 -0.016 -0.032 -0.022
H -3.28861 -2.96994 -5.75741 -0.005 -0.020 0.006
H -4.85273 -2.82310 -4.95721 -0.002 -0.028 -0.012
H -4.31570 -5.19825 -5.72568 0.011 0.015 -0.005
H -4.65653 -5.06739 -4.00230 0.006 0.002 0.012
H -1.89967 -5.21545 -5.31840 -0.022 0.001 0.002
H -2.62706 -6.41242 -4.24686 -0.020 0.012 -0.022
H -1.40713 -5.15406 -2.67794 -0.012 -0.017 -0.035
```
Positions in Å, forces in eV/Å.

Its charge is +2. The orbital gap (spin up / spin down) comes out at 6.5 / 6.6 eV. As for the multiplicity: 4. Its total energy is -5122.633493 hartree. As for the strongest force on any atom: 0.68 eV Å⁻¹.

Atomic partial charges in e from the Löwdin method, atoms 1 to 8: 0.638 0.012 -0.083 0.006 -0.151 -0.112 0.049 0.018



2.
A structure of composition C23H32IN7O6Ti at a distorted geometry, computed with wB97M-V/def2-TZVPD.

```
70
Properties=species:S:1:pos:R:3:forces:R:3
Ti 0.44380 0.38680 -0.73788 -0.266 -0.370 2.188
C 2.07317 0.92068 4.51638 0.031 0.015 -0.134
N 1.87937 0.43813 3.15922 -0.058 -0.181 0.049
C 2.29490 -0.94071 2.93764 -0.026 0.190 0.125
C 1.05991 1.08123 2.27091 0.208 -0.266 -0.104
N 0.21588 0.46468 1.46396 -0.244 -0.824 0.240
C -0.43236 -0.71477 1.90745 -0.114 0.256 -0.067
C -0.78978 -0.94783 3.23631 -0.056 0.052 0.071
C -1.46998 -2.09556 3.61887 0.009 -0.018 -0.072
C -1.81794 -3.03981 2.66140 0.016 0.080 0.020
C -1.50834 -2.80013 1.32998 0.028 -0.096 -0.089
C -0.84376 -1.64147 0.93611 0.113 -0.078 -0.428
N -0.46795 -1.39438 -0.42591 -0.586 -0.405 0.521
C -1.24181 -1.85002 -1.43063 0.223 -0.168 0.582
N -0.66737 -2.36423 -2.52270 0.121 0.179 -0.417
C 0.76406 -2.66471 -2.52648 -0.178 -0.029 -0.040
C -1.22364 -2.12758 -3.86287 0.145 -0.016 0.163
N -2.58854 -1.81748 -1.36401 -0.400 -0.016 0.070
C -3.41045 -2.90265 -1.88444 0.036 0.142 0.013
C -3.28901 -0.86694 -0.50236 0.026 -0.225 -0.109
N 1.19262 2.41196 2.17456 0.106 0.404 0.033
C 0.16584 3.21162 1.51839 0.088 0.112 0.236
C 2.45782 3.09792 2.41045 -0.180 -0.041 -0.007
H 1.63285 0.20746 5.22042 0.001 -0.008 0.019
H 1.58679 1.88198 4.65278 -0.017 0.039 -0.024
H 3.13433 1.02487 4.75503 0.003 0.002 -0.020
H 1.69967 -1.64333 3.52702 0.008 -0.011 0.010
H 3.34305 -1.03542 3.22862 0.004 0.028 0.002
H 2.20369 -1.18830 1.88730 -0.018 -0.006 -0.151
H -0.54190 -0.19963 3.98213 -0.017 -0.039 -0.030
H -1.73115 -2.24768 4.65999 0.031 0.018 -0.066
H -2.32946 -3.95257 2.94551 0.023 0.080 -0.035
H -1.77985 -3.53169 0.57412 0.035 0.032 0.051
H 0.93708 -3.45699 -3.25519 0.000 0.004 0.008
H 1.07420 -2.99996 -1.54422 0.016 -0.030 0.100
H 1.35066 -1.79130 -2.80955 0.004 0.061 -0.037
H -1.18950 -3.04572 -4.44667 -0.017 -0.069 0.000
H -0.63123 -1.36010 -4.36256 0.052 0.019 -0.007
H -2.24708 -1.77885 -3.80457 -0.045 0.038 0.036
H -2.78826 -3.65917 -2.35327 0.024 0.008 0.001
H -4.13762 -2.53880 -2.61167 -0.009 0.020 -0.026
H -3.95479 -3.36139 -1.05507 -0.023 0.003 0.028
H -2.65704 -0.01554 -0.27925 0.112 0.098 0.002
H -3.59701 -1.33411 0.43444 -0.032 -0.030 0.042
H -4.17350 -0.51347 -1.03094 -0.030 0.006 -0.045
H -0.75757 2.65053 1.45091 0.003 0.027 0.015
H 0.47462 3.47976 0.50820 0.002 0.024 0.002
H 0.01220 4.12417 2.09586 0.022 0.038 0.027
H 2.39160 3.78218 3.25895 -0.029 -0.010 0.030
H 2.70445 3.67557 1.51789 -0.001 -0.007 0.008
H 3.25155 2.37829 2.58403 0.013 -0.052 -0.004
O -2.84463 3.57231 -4.71628 -0.244 0.175 -0.174
C -2.28601 2.87788 -3.92357 0.104 -0.029 0.411
C -2.38192 2.97822 -2.37479 1.384 -1.268 -0.601
O -3.13326 3.65112 -1.74792 -0.978 0.931 0.733
C -1.34351 2.02788 -1.89491 -0.914 0.796 0.003
C -0.74160 1.37126 -2.92564 -0.080 -0.011 -1.233
O 0.17324 0.49358 -2.61870 -0.296 -0.071 -1.816
C -1.31092 1.74236 -4.25013 0.254 -0.065 1.361
O -1.11078 1.25075 -5.32240 0.150 -0.309 -0.760
O -0.96338 1.71964 -0.67478 -0.796 0.818 -0.402
N 4.28828 0.75883 0.01073 0.139 0.194 0.006
C 3.02638 1.00014 -0.47904 -0.233 -0.064 -0.112
O 2.22964 -0.05722 -0.43533 1.693 0.101 0.104
C 2.59043 2.22786 -0.91191 0.395 -0.434 -0.431
I 3.32512 0.36812 -3.63110 0.212 0.264 -0.018
H 4.55852 -0.20745 -0.08642 -0.017 -0.066 0.017
H 4.99678 1.39349 -0.32430 0.020 0.024 0.041
H 3.25996 3.07354 -0.99080 -0.058 -0.039 0.084
H 1.59046 2.36211 -1.31729 0.110 0.072 0.008
```
Positions in Å, forces in eV/Å.

Its charge is 0. For the energy relative to the best compared isomer or geometry (same formula, charge and spin), the calculation gives 1.2254 eV. The orbital gap (spin up / spin down) comes out at 7.6 / 5.6 eV. As for the multiplicity: 3. Its total energy is -2877.613004 hartree. As for the strongest force on any atom: 2.24 eV Å⁻¹.

Atomic partial charges in e from the Löwdin method, atoms 1 to 8: 0.978 -0.052 -0.141 -0.031 -0.374 0.061 -0.210 -0.035



3.
A structure of composition C23H32KNO9 at a distorted geometry, computed with wB97M-V/def2-TZVPD.

```
66
Properties=species:S:1:pos:R:3:forces:R:3
K -12.50290 -1.39414 -26.17592 0.310 0.303 -1.136
C -10.30603 1.00368 -23.61709 -0.455 -0.271 -0.595
C -9.60047 1.27289 -24.97141 0.300 0.495 -0.190
C -8.67047 2.49915 -24.78353 0.265 -0.256 0.348
C -7.35958 2.08671 -24.12294 -0.159 1.132 0.052
C -6.70726 0.97291 -24.90415 0.962 -0.322 1.733
C -7.59147 -0.29159 -25.00491 1.180 1.476 -0.109
N -8.84611 0.15814 -25.58328 -0.090 -0.162 -0.325
O -9.63739 -0.93466 -25.95933 -0.752 -0.192 0.828
C -7.64038 -0.94010 -23.60532 -0.481 -0.998 -0.195
C -6.87075 -1.17187 -26.01854 0.503 -1.239 -0.689
C -10.65084 1.73444 -25.97323 0.382 -0.313 -0.787
H -10.88977 0.07790 -23.66793 0.567 -0.348 0.049
H -11.10206 1.73421 -23.43714 0.410 0.411 0.104
H -9.56810 0.99551 -22.81995 -0.336 -0.050 0.336
H -9.21570 3.23710 -24.18524 0.043 0.010 0.066
H -8.47144 2.97737 -25.74528 0.030 -0.213 -0.142
H -7.52440 1.86758 -23.06084 -0.156 -0.642 -0.151
H -6.63322 2.90758 -24.01748 -0.222 0.218 -0.434
H -5.83238 0.73121 -24.27508 0.090 -0.381 -0.315
H -6.26405 1.32497 -25.83605 -0.583 -0.042 -0.311
H -8.18400 -0.33892 -22.88360 -0.088 -0.035 -0.040
H -6.68430 -1.20162 -23.13886 0.264 0.257 -0.411
H -8.15366 -1.89907 -23.74086 -0.182 0.182 0.246
H -7.28908 -2.16667 -26.20399 -0.713 0.371 0.077
H -5.82961 -1.46327 -25.80216 0.018 0.675 0.714
H -6.80351 -0.66208 -26.98057 -0.364 0.046 -0.004
H -10.94881 2.76962 -25.79444 -0.479 -0.181 0.450
H -11.45969 1.01705 -26.02209 -0.435 0.358 0.032
H -10.23863 1.75967 -26.98549 0.165 -0.282 0.094
C -13.85323 -2.50828 -31.06960 0.152 1.221 -1.134
C -13.57882 -1.90544 -29.84168 -0.023 -2.031 0.577
C -12.83536 -0.55512 -29.81550 1.120 1.205 0.248
O -12.54583 0.06780 -28.74881 -0.941 -1.199 0.370
C -12.36611 -0.04040 -31.03221 -0.447 -0.293 -0.621
C -12.54797 -0.65784 -32.28701 0.079 -0.409 -0.204
C -13.36632 -1.99387 -32.32590 -0.085 -0.089 0.815
O -13.49538 -2.57415 -33.40425 -0.188 -0.120 -0.282
O -12.06024 -0.25287 -33.35453 -0.137 0.128 0.055
O -13.82120 -2.59051 -28.78312 0.155 1.700 0.374
H -14.41896 -3.42989 -31.10041 0.123 -0.171 0.147
H -11.79287 0.87796 -31.06252 0.033 0.048 0.355
O -14.69355 0.53683 -26.09508 -0.059 0.073 0.402
C -15.82757 0.26477 -26.35594 0.301 -0.295 -0.762
O -16.86827 1.04221 -25.97187 -0.041 0.081 0.267
C -18.13846 0.38223 -26.18901 0.702 1.044 -0.001
C -17.79042 -0.98679 -26.72922 -0.523 -1.181 1.220
C -16.32835 -0.92228 -27.15891 -0.941 0.345 0.276
H -18.69718 1.04131 -26.85833 -0.155 -0.242 0.026
H -18.58743 0.35387 -25.19443 -0.386 -0.042 -0.259
H -18.53469 -1.40938 -27.40292 0.277 0.307 -0.451
H -17.85675 -1.65003 -25.85516 0.123 -0.093 -0.141
H -16.28158 -0.71259 -28.22636 0.656 -0.101 0.005
H -15.78373 -1.81456 -26.87286 0.241 -0.049 -0.545
O -12.83337 -4.57396 -26.11327 -0.135 0.234 0.071
C -11.85033 -4.46862 -25.44786 0.304 -0.240 0.041
O -11.75340 -3.57394 -24.42027 -0.336 0.248 -0.157
C -10.46662 -3.67688 -23.78458 -0.144 -0.565 0.123
C -10.05660 -5.12159 -24.06860 1.060 0.033 -0.577
C -10.58621 -5.31012 -25.49767 -0.084 0.153 0.602
H -10.57850 -3.45801 -22.72430 -0.164 0.063 -0.029
H -9.78746 -2.94935 -24.23869 -0.124 0.009 -0.155
H -10.45715 -5.89877 -23.41802 -0.240 0.348 0.304
H -8.96520 -5.17446 -24.02344 -0.067 -0.221 -0.008
H -10.86885 -6.32324 -25.76838 0.137 -0.043 -0.040
H -9.86292 -4.91772 -26.21141 -0.238 0.137 -0.205
```
Positions in Å, forces in eV/Å.

Its charge is -2. For the energy relative to the best compared isomer or geometry (same formula, charge and spin), the calculation gives 0.9384 eV. The orbital gap comes out at 3.8 eV. Its total energy is -2227.441914 hartree. As for the strongest force on any atom: 2.11 eV Å⁻¹.

Atomic partial charges in e from the Löwdin method, atoms 1 to 8: 0.784 -0.041 -0.512 -0.152 -0.213 -0.168 -0.526 -0.195



- Which value of charge does entry 1 give?
  +2



- Which of these has the highest charge?
  C23H32CrN7SSe



- Among the records above, which one has the highest charge?
  C23H32CrN7SSe



- Which formula does entry 1 have?
  C23H32CrN7SSe